Entry 1:
Computed, not measured: a 9-piece molecular cluster, C40H107N9O11 overall at a distorted geometry, with the ωB97M-V functional and the def2-TZVPD basis.

Values from the calculation:
HOMO: -8.176 eV
gap between HOMO and LUMO: 0.313 Ha
total energy: -79134.492 eV
E_LUMO: 0.35 eV
energy above the lowest of the compared OMol25 structures with the same formula, charge and spin: 168.6 kcal/mol

Geometry as ORCA input:
```
! wB97M-V def2-TZVPD RIJCOSX def2/J DEFGRID3
* xyz 0 1
C -5.45374 16.53571 3.59025
O -4.95662 15.38222 2.91425
C -6.04215 14.83583 2.06520
C -5.70151 13.30855 1.55211
N -6.73897 12.67065 0.74934
C -6.89017 13.19723 -0.61703
C -5.74250 12.94486 -1.57731
O -5.54770 11.57940 -1.94233
C -4.84918 11.51334 -3.20268
H -5.77490 17.36885 2.96508
H -4.62739 17.02722 4.10374
H -6.10583 16.34024 4.44153
H -6.29116 15.55881 1.28842
H -6.90473 14.78363 2.72954
H -5.67227 12.70255 2.45766
H -4.68346 13.23456 1.16972
H -6.27827 11.77227 0.72130
H -7.13947 14.25623 -0.55020
H -7.83330 12.78612 -0.97705
H -4.83263 13.39801 -1.18373
H -5.99277 13.56683 -2.43673
H -4.15816 12.29099 -3.52801
H -5.47526 11.59105 -4.09153
H -4.48404 10.48636 -3.19336
C -2.00831 -9.14081 2.73798
O -1.26308 -8.81115 3.87790
C -0.08213 -7.98812 3.75493
C 0.39784 -7.58322 5.20659
N 0.34934 -8.70833 6.16084
C 0.92378 -8.34094 7.49408
C 2.47142 -8.26377 7.47467
O 2.92547 -8.08583 8.84550
C 4.35384 -8.23246 8.94679
H -1.41686 -9.12526 1.82253
H -2.86150 -8.46739 2.65632
H -2.27677 -10.15800 3.02322
H -0.34705 -7.12666 3.14190
H 0.75466 -8.41938 3.20546
H -0.17710 -6.78800 5.68112
H 1.37300 -7.11725 5.06503
H -0.35773 -9.42688 6.09887
H 0.62121 -9.15695 8.15033
H 0.46097 -7.42368 7.85813
H 2.85986 -7.44177 6.87340
H 2.87316 -9.18515 7.05306
H 4.82710 -7.50229 8.29031
H 4.57046 -9.23054 8.56598
H 4.79848 -7.92301 9.89264
C 0.77992 -2.41521 -3.06156
C -0.56424 -1.85373 -3.42909
C -0.39892 -0.41550 -3.95427
O -1.59486 0.21721 -4.27531
C -1.49068 1.55011 -4.83861
N -1.21987 -2.61925 -4.40003
H 0.55148 -3.44732 -2.79569
H 1.35599 -1.95453 -2.25906
H 1.51711 -2.34660 -3.86151
H -1.23177 -1.84621 -2.56744
H 0.27910 -0.32526 -4.80294
H 0.05817 0.23181 -3.20584
H -0.70501 2.01406 -4.24230
H -2.46475 2.01895 -4.69898
H -1.19618 1.59486 -5.88712
H -1.48532 -1.87823 -5.03291
H -2.16192 -2.83981 -4.11023
C 4.11310 -0.61658 4.15116
C 3.22931 -1.33185 5.11515
C 3.88008 -1.72971 6.49480
O 2.73794 -2.01150 7.36961
C 3.17417 -2.17363 8.69475
N 2.01939 -0.44967 5.32566
H 4.96993 -1.24221 3.90111
H 4.50415 0.29637 4.60027
H 3.64240 -0.35697 3.20292
H 2.75187 -2.20923 4.67883
H 4.65703 -1.13496 6.97514
H 4.38994 -2.66412 6.26027
H 3.69342 -1.32760 9.14499
H 3.72524 -3.07384 8.96685
H 2.29745 -2.19022 9.34220
H 2.47542 0.36377 5.71353
H 1.58769 -0.92317 6.10639
C 6.45421 -10.05431 1.58967
C 7.20253 -10.10883 2.99242
C 7.98371 -11.35794 3.37584
O 8.25342 -11.37217 4.75850
C 8.85567 -12.50611 5.36553
N 8.08461 -8.92586 2.98147
H 5.71539 -10.85440 1.54401
H 7.16680 -10.35595 0.82198
H 5.87860 -9.15177 1.38425
H 6.47008 -9.94366 3.78256
H 8.83946 -11.49180 2.71414
H 7.35431 -12.24352 3.28804
H 8.93220 -12.53510 6.45246
H 9.89332 -12.50136 5.03184
H 8.38322 -13.43615 5.04943
H 8.96023 -9.18215 2.54823
H 8.33643 -8.61534 3.90898
C -1.10411 8.24303 -0.01955
C -0.39386 7.22803 -0.87102
C 1.16587 7.32706 -0.82051
O 1.55135 8.62387 -1.21835
C 2.20321 8.82399 -2.41858
N -0.75528 5.94052 -0.46328
H -0.75996 9.22586 -0.34160
H -0.97334 8.15623 1.05909
H -2.18730 8.23090 -0.14060
H -0.69940 7.23541 -1.91730
H 1.54623 6.68146 -1.61211
H 1.65648 7.06015 0.11552
H 3.22676 8.47025 -2.29482
H 2.31467 9.89496 -2.58800
H 1.73028 8.48704 -3.34103
H -0.48892 5.25349 -1.15404
H -0.15420 5.75995 0.32803
C -8.26958 -1.16643 -10.50554
C -7.04126 -2.02691 -10.31255
C -6.24601 -1.75080 -9.09257
O -5.14958 -2.70283 -8.99508
C -4.06891 -2.48587 -9.82674
N -7.54092 -3.42494 -10.06175
H -8.73406 -1.24087 -11.48880
H -8.02404 -0.10762 -10.58761
H -8.97299 -1.33000 -9.68911
H -6.39650 -2.03454 -11.19137
H -6.81666 -2.05860 -8.21637
H -5.95416 -0.71415 -8.92446
H -3.73599 -1.45207 -9.91909
H -4.29656 -2.81863 -10.83943
H -3.24140 -3.13607 -9.54287
H -7.94533 -3.36542 -9.13816
H -6.66664 -3.91377 -9.93228
C 8.63217 1.56668 -2.91789
C 7.45544 1.29528 -3.84976
C 6.80547 2.56485 -4.58761
O 7.81051 3.03665 -5.41238
C 7.22678 3.68489 -6.51839
N 7.89852 0.34044 -4.80917
H 9.10556 0.63126 -2.61961
H 8.48303 2.09695 -1.97733
H 9.47281 2.07950 -3.38527
H 6.77834 0.76370 -3.18113
H 6.57450 3.39853 -3.92448
H 5.93959 2.24393 -5.16672
H 6.67877 4.62104 -6.41163
H 6.69041 2.92848 -7.09133
H 8.12602 3.87065 -7.10571
H 8.31116 0.86496 -5.56728
H 8.64352 -0.21929 -4.41960
C -5.36505 -2.54794 3.12400
C -4.89684 -1.81198 1.79856
C -5.80918 -1.93523 0.59121
O -5.82275 -3.22529 0.17080
C -6.55044 -3.61805 -1.04283
N -4.91431 -0.41900 2.28864
H -6.41298 -2.39313 3.38089
H -4.78958 -2.40227 4.03818
H -5.40249 -3.61502 2.90484
H -3.87634 -1.94832 1.44068
H -5.55762 -1.46585 -0.35984
H -6.85144 -1.65552 0.74470
H -7.43624 -2.99906 -1.18535
H -6.97149 -4.60351 -0.84362
H -6.10369 -3.73101 -2.03063
H -4.12237 -0.21891 2.88268
H -4.76255 0.15049 1.46841
*
```


Entry 2:
Computed, not measured: a 9-piece molecular cluster, C16H51NO15 overall at a distorted geometry, with the ωB97M-V functional and the def2-TZVPD basis.

Values from the calculation:
HOMO: -9.266 eV
gap between HOMO and LUMO: 0.339 Ha
total energy: -49615.343 eV
E_LUMO: -0.04 eV
energy above the lowest of the compared OMol25 structures with the same formula, charge and spin: 59.5 kcal/mol

Geometry as ORCA input:
```
! wB97M-V def2-TZVPD RIJCOSX def2/J DEFGRID3
* xyz 0 1
C -1.87781 -0.63364 5.87118
C -1.50844 0.84239 6.19655
C -0.97175 0.93477 7.64485
O -1.04076 2.29876 8.07181
C -1.23421 2.48280 9.45748
N -0.46482 1.23013 5.25969
H -2.86958 -0.78831 6.29611
H -1.23537 -1.34756 6.38663
H -1.92006 -0.77007 4.79058
H -2.33057 1.52815 5.99174
H 0.08083 0.66536 7.73202
H -1.44227 0.19941 8.29750
H -0.25789 2.38122 9.93138
H -1.86252 1.69990 9.88222
H -1.60369 3.44972 9.79901
H -0.02188 2.11939 5.44167
H 0.29887 0.57238 5.32469
O 3.32135 3.55991 -0.51407
H 3.23754 3.93978 0.36052
H 4.19017 3.83050 -0.81100
O 0.58313 0.32679 -0.01428
H 0.12996 0.41131 0.82459
H 1.07980 1.14037 -0.10179
C 5.63934 -1.15903 1.54154
C 5.51920 -0.44233 2.84931
O 4.55272 -0.95040 3.73062
O 5.79403 -2.52760 1.68041
H 6.47234 -0.71854 0.99366
H 4.80507 -0.98982 0.86075
H 5.24087 0.59713 2.67564
H 6.48421 -0.39060 3.35347
H 4.48573 -1.86553 3.44840
H 4.94968 -2.93781 1.47938
C -1.54948 0.27996 -6.28678
C -2.30923 -0.96858 -6.74290
O -1.55980 -2.14181 -6.38307
O -0.35127 0.45108 -7.02065
H -1.26377 0.25918 -5.23509
H -2.14018 1.19482 -6.33387
H -2.38750 -0.86200 -7.82485
H -3.30821 -1.05778 -6.31609
H -1.54666 -2.11188 -5.42362
H 0.26962 0.00181 -6.44252
C -0.87769 -5.07981 -0.90507
C -0.49871 -5.44625 0.53616
O 0.75805 -4.86459 0.88261
O -1.33524 -3.73278 -1.12741
H -1.80286 -5.58230 -1.18733
H -0.05964 -5.33438 -1.57892
H -0.38783 -6.52592 0.63671
H -1.32544 -5.19995 1.20246
H 1.10066 -5.20570 1.71198
H -0.80567 -3.06928 -0.67916
C -1.54737 5.97603 -2.90764
C -0.86931 6.74427 -1.76893
O -1.19409 8.15690 -1.96253
O -2.78866 5.50387 -2.57505
H -0.96735 5.06014 -3.02087
H -1.55206 6.53547 -3.84311
H 0.20631 6.57149 -1.80464
H -1.22879 6.37771 -0.80741
H -2.13833 8.28165 -1.84231
H -3.22271 6.34615 -2.42091
C 4.87994 -3.13320 -6.33973
C 4.46509 -2.98554 -4.87626
O 3.65425 -1.85227 -4.77455
O 6.05013 -2.32192 -6.50666
H 4.01827 -3.00886 -6.99560
H 5.24515 -4.12848 -6.59297
H 5.26442 -3.05734 -4.13870
H 3.75713 -3.77685 -4.62982
H 3.52443 -1.70862 -3.83427
H 6.30512 -2.41298 -7.42769
C -6.30192 -0.57397 0.32559
C -5.49029 0.59650 -0.02740
O -5.16008 0.44272 -1.41999
O -5.64159 -1.81626 0.30794
H -7.11987 -0.74084 -0.37527
H -6.65709 -0.46384 1.35020
H -4.55897 0.64143 0.53716
H -6.13423 1.47356 0.03745
H -4.78080 1.29619 -1.64209
H -4.85878 -1.71549 -0.23856
*
```


Entry 3:
Computed, not measured: C38H45N2OPSiV as an isolated structure at a distorted geometry, with the ωB97M-V functional and the def2-TZVPD basis.

Values from the calculation:
HOMO (alpha / beta): -5.593 / -8.495 eV
gap between HOMO and LUMO (alpha / beta): 0.221 / 0.317 Ha
total energy: -88016.353 eV
E_LUMO (alpha / beta): 0.42 / 0.12 eV
energy above the lowest of the compared OMol25 structures with the same formula, charge and spin: 22.8 kcal/mol

Geometry as ORCA input:
```
! wB97M-V def2-TZVPD RIJCOSX def2/J DEFGRID3
* xyz 0 4
V 0.29803 0.37425 -0.30383
C 2.30970 2.66597 2.03842
C 1.76408 3.28320 0.74997
C 2.48472 2.74370 -0.48445
C 0.25146 3.12700 0.59155
C -0.54026 3.97688 1.58017
O -1.66329 3.18099 1.95726
C -1.43856 1.89741 1.55956
N -0.30494 1.76235 0.80805
C -2.40443 0.93592 1.93595
C -3.46177 1.38040 2.78626
C -4.44923 0.53420 3.21109
C -4.45459 -0.81333 2.81996
C -3.45448 -1.26453 1.98894
C -2.43115 -0.42870 1.52259
P -1.20241 -1.21005 0.42776
C -2.25165 -1.90573 -0.90500
C -3.21587 -1.01459 -1.39107
C -4.01150 -1.34423 -2.47325
C -3.85751 -2.57621 -3.09911
C -2.89492 -3.45777 -2.64100
C -2.08859 -3.12177 -1.55785
C -0.54693 -2.50585 1.55337
C 0.05056 -1.98421 2.70594
C 0.59952 -2.81677 3.66274
C 0.56741 -4.19610 3.48567
C -0.02452 -4.72478 2.35271
C -0.58138 -3.88489 1.39176
H 3.38653 2.84029 2.10581
H 2.14362 1.58930 2.05229
H 1.85041 3.10038 2.92871
H 1.92881 4.36530 0.78446
H 2.33499 1.66437 -0.61157
H 3.56390 2.87568 -0.39240
H 2.15289 3.24838 -1.39461
H 0.00123 3.44064 -0.42481
H -0.90331 4.90233 1.13969
H 0.04464 4.21266 2.46810
H -3.46706 2.41375 3.09983
H -5.23298 0.91214 3.85557
H -5.23045 -1.48598 3.16275
H -3.45498 -2.30297 1.67434
H -3.34905 -0.05634 -0.90177
H -4.74966 -0.63835 -2.83530
H -4.47904 -2.83953 -3.94621
H -2.75527 -4.41225 -3.13328
H -1.31189 -3.80723 -1.27033
H 0.08768 -0.91049 2.84786
H 1.05813 -2.39072 4.54725
H 0.99735 -4.85240 4.23278
H -0.06181 -5.79761 2.20956
H -1.04710 -4.33387 0.53444
C 5.78189 -1.38899 0.69204
Si 4.29977 -1.90055 1.69632
C 4.47851 -1.28173 3.44282
C 4.11489 -3.74894 1.68844
C 2.82402 -1.11235 0.96496
C 1.84826 -0.55099 0.48216
H 6.70350 -1.84363 1.06935
H 5.89910 -0.30168 0.72127
H 5.65777 -1.68344 -0.35418
H 5.33620 -1.74946 3.93684
H 3.58308 -1.50202 4.03202
H 4.62819 -0.19755 3.45204
H 4.98241 -4.22612 2.15441
H 4.02625 -4.12495 0.66502
H 3.21739 -4.05178 2.23628
C -0.24061 3.85173 -3.43665
N -1.55022 3.22636 -3.46431
C -2.56444 4.13811 -2.97593
C -1.62127 1.95936 -2.75175
C -0.62467 0.91967 -3.20435
C -0.40521 0.74610 -4.57000
C 0.48510 -0.21654 -5.02326
C 1.12624 -1.04871 -4.11359
C 0.87021 -0.91038 -2.75551
C 0.01926 0.09916 -2.26271
H -0.20874 4.65827 -4.17108
H 0.53431 3.13000 -3.68814
H -0.00151 4.29036 -2.45254
H -2.54333 5.06494 -3.55200
H -2.41661 4.39356 -1.91066
H -3.55448 3.68987 -3.07912
H -2.62821 1.56394 -2.92396
H -1.53679 2.09935 -1.65816
H -0.92595 1.38466 -5.27726
H 0.67597 -0.32222 -6.08476
H 1.81517 -1.80939 -4.46307
H 1.35952 -1.59429 -2.06827
*
```